Entry from the Open Molecules 2025 dataset: 2 unconnected molecules or ions with the total composition C4H12NO2 at a distorted geometry (ωB97M-V/def2-TZVPD).

```
19
Properties=species:S:1:pos:R:3:forces:R:3:mulliken_charge:R:1
C -1.9265 0.3873 -1.0642 -0.158 0.120 0.214 -0.675
O -2.4130 1.4615 -0.4170 -0.025 -0.161 -0.030 -0.877
C -0.5166 -0.0353 -0.5373 0.461 0.879 0.176 0.231
C -0.6686 -0.8593 0.7189 1.181 -0.701 0.228 -0.713
C 0.6341 -1.4416 1.3426 -0.694 0.136 -0.046 -1.187
N 0.2720 1.1915 -0.2206 0.383 -0.106 -0.143 -0.575
H -1.8228 0.5496 -2.1674 0.040 -0.103 -0.153 0.237
H -2.5459 -0.5480 -0.9479 -0.028 0.084 -0.228 0.244
H 0.0900 -0.5559 -1.3008 -0.421 -0.291 0.100 0.234
H -1.2678 -1.7332 0.4957 -0.515 -0.110 -0.095 0.314
H -1.1869 -0.2685 1.4716 -0.195 0.151 -0.049 0.383
H 1.0080 -2.2987 0.7742 0.042 0.165 -0.120 0.273
H 1.4304 -0.7094 1.4525 0.053 0.120 -0.017 0.277
H 0.3704 -1.8189 2.3337 0.216 -0.038 0.106 0.375
H 0.0356 1.4824 0.7202 -0.129 -0.152 0.177 0.215
H -0.1744 1.9416 -0.7418 -0.186 -0.007 -0.175 0.281
H 2.5944 0.3795 -0.5555 -0.019 0.251 0.085 0.351
H 2.7773 1.8461 -0.7299 0.336 -0.759 0.177 0.347
O 3.3105 1.0294 -0.6269 -0.340 0.520 -0.208 -0.737
```
Forces are in eV/Å.

Calculated values
molecular weight: 106.1 g mol⁻¹
lowest unoccupied orbital energy: 3.969 eV
2S+1: 1
largest force on an atom: 0.027 hartree/bohr
total charge: -1

Entry from the Open Molecules 2025 dataset: 2 unconnected molecules or ions with the total composition C4H12NO2 at a distorted geometry (ωB97M-V/def2-TZVPD).

```
19
Properties=species:S:1:pos:R:3:forces:R:3:mulliken_charge:R:1
C 1.4642 -0.2372 1.3478 1.174 -0.917 -0.647 -0.699
O 2.3673 -0.9341 0.5917 -0.318 0.138 0.161 -0.919
C 0.0898 -0.2002 0.6613 0.225 0.209 -0.487 0.130
C -0.8737 0.6519 1.4343 -1.475 0.488 0.178 -0.561
C -2.2834 0.7658 0.8276 0.571 1.193 -0.161 -1.253
N 0.3203 0.1837 -0.7673 0.026 0.734 0.712 -0.599
H 1.3126 -0.6635 2.3699 -0.049 0.170 0.062 0.267
H 1.8537 0.8063 1.4550 -0.584 0.285 0.369 0.223
H -0.3095 -1.2125 0.5968 0.041 -0.256 0.333 0.136
H -0.9900 0.1950 2.4220 0.173 0.000 0.075 0.348
H -0.5605 1.6884 1.6211 0.559 -0.216 -0.160 0.299
H -2.7142 -0.1920 0.6657 -0.479 -0.844 -0.265 0.325
H -2.2485 1.3245 -0.1110 0.116 -0.371 -0.284 0.275
H -2.9634 1.3816 1.4187 -0.001 -0.202 0.473 0.395
H 0.2491 1.2032 -0.7860 0.148 0.004 -0.094 0.265
H 1.3414 -0.0283 -0.7931 -0.167 -0.268 -0.352 0.305
H -0.1778 -0.0675 -3.8958 0.082 -0.002 0.022 0.282
H -0.5182 -0.2185 -2.3957 0.157 -0.337 -0.012 0.507
O -0.7983 -0.5003 -3.3061 -0.198 0.191 0.076 -0.726
```
Forces are in eV/Å.

Calculated values
molecular weight: 106.1 g mol⁻¹
lowest unoccupied orbital energy: 3.853 eV
2S+1: 1
largest force on an atom: 0.032 hartree/bohr
total charge: -1

Entry from the Open Molecules 2025 dataset: 2 unconnected molecules or ions with the total composition C4H12NO2 at a distorted geometry (ωB97M-V/def2-TZVPD).

```
19
Properties=species:S:1:pos:R:3:forces:R:3:mulliken_charge:R:1
C 0.9076 -0.9552 -0.0164 -0.532 0.578 -0.530 -0.570
O 1.5250 0.1807 -0.4782 -0.398 -0.025 0.032 -0.952
C -0.6561 -0.9717 -0.1027 0.131 0.834 0.593 -0.579
C -1.3590 -0.2384 1.0892 1.248 0.909 -0.702 -0.677
C -0.8452 1.2092 1.4210 0.031 -0.765 -2.202 -0.624
N -0.6816 2.1192 0.2828 -0.195 0.223 -0.709 -0.709
H 1.0855 -1.1295 1.0566 0.463 -0.322 0.334 0.338
H 1.2503 -1.8350 -0.5976 -0.014 -0.276 0.262 0.270
H -0.9846 -2.0073 -0.0063 -0.138 -0.216 -0.398 0.392
H -0.9406 -0.5458 -1.0688 -0.114 -0.158 -0.015 0.269
H -1.0556 -0.8410 1.9475 -0.786 -0.097 0.364 0.279
H -2.4346 -0.1259 0.9262 -0.118 -0.633 0.213 0.374
H -1.6117 1.6907 2.0281 0.620 -0.121 0.971 0.339
H 0.1939 1.0791 1.7270 -0.307 0.337 1.073 0.358
H 0.0588 1.7587 -0.3261 0.133 -0.202 0.254 0.371
H -1.5128 2.1802 -0.3048 -0.004 -0.127 0.281 0.191
H 1.9107 -0.1157 -1.9889 -0.091 0.069 -0.031 0.419
H 2.9335 -1.0172 -2.6667 0.178 -0.132 -0.122 0.253
O 2.2165 -0.4350 -2.9220 -0.107 0.123 0.331 -0.742
```
Forces are in eV/Å.

Calculated values
molecular weight: 106.1 g mol⁻¹
lowest unoccupied orbital energy: 4.095 eV
2S+1: 1
largest force on an atom: 0.045 hartree/bohr
total charge: -1

Entry from the Open Molecules 2025 dataset: 2 unconnected molecules or ions with the total composition C4H12NO2 at a distorted geometry (ωB97M-V/def2-TZVPD).

```
19
Properties=species:S:1:pos:R:3:forces:R:3:mulliken_charge:R:1
C 0.4065 2.0588 -0.4565 0.085 0.354 -0.410 -0.742
O 1.2722 2.2315 -1.4747 0.041 -0.168 0.182 -0.907
C 0.0937 0.5268 -0.2358 -1.437 1.958 -0.425 0.177
C -0.8267 0.3481 0.9809 1.505 -1.282 0.214 -0.624
C -1.2810 -1.1020 1.2063 -0.130 -0.974 -0.272 -0.945
N 1.3361 -0.2159 -0.2809 -0.145 -0.445 1.324 -0.577
H -0.5966 2.5564 -0.6224 0.070 -0.211 0.056 0.254
H 0.7755 2.5475 0.4979 -0.109 -0.494 0.145 0.193
H -0.4914 0.3299 -1.1448 0.082 -0.456 -0.047 0.197
H -1.6622 1.0367 0.9229 -0.003 0.201 0.047 0.407
H -0.1734 0.5842 1.8309 -0.345 0.428 0.170 0.300
H -2.2772 -1.3557 0.8300 -0.065 0.357 -0.005 0.255
H -0.6355 -1.8080 0.6796 0.154 0.180 -0.168 0.208
H -1.2368 -1.4952 2.2290 -0.141 0.570 0.164 0.296
H 1.7348 -0.1395 0.6564 0.039 -0.161 0.055 0.268
H 1.9190 0.4266 -0.8163 0.217 0.223 -0.728 0.291
H 0.3097 -1.8675 -2.2450 -0.159 0.515 -0.655 0.339
H 0.7268 -2.0864 -0.8683 0.582 0.406 0.289 0.315
O 0.6066 -2.5763 -1.6893 -0.242 -1.001 0.063 -0.706
```
Forces are in eV/Å.

Calculated values
molecular weight: 106.1 g mol⁻¹
lowest unoccupied orbital energy: 3.920 eV
2S+1: 1
largest force on an atom: 0.048 hartree/bohr
total charge: -1